Record 1
Density functional theory data (ωB97M-V/def2-TZVPD) for a molecular structure, C34H73BF4I2N4O10P at a distorted geometry.

Structure (XYZ):
```
129
Properties=species:S:1:pos:R:3:forces:R:3:lowdin_charge:R:1
C 3.28319 4.31640 3.00975 0.2 0.1 -0.9 -0.130
C 4.22429 3.57923 1.89040 -0.9 0.1 -1.0 -0.233
C 3.78647 1.99321 1.58940 0.1 0.5 -1.6 -0.146
C 2.15542 1.90237 1.16837 2.5 4.7 2.3 -0.180
O 1.85807 0.63877 0.61846 4.3 0.7 2.3 -0.121
N 0.83676 0.39196 -0.18052 -1.9 -1.7 -1.7 -0.084
B -0.34712 1.30984 0.16260 -6.1 3.9 1.1 -0.667
O -0.93047 1.53305 1.50732 3.0 -0.6 -1.5 0.024
O -1.10355 2.20783 -0.72865 2.8 -1.3 1.0 -0.095
C -1.50725 3.47131 -0.14889 -1.1 2.2 0.7 -0.094
C 0.52223 -1.05861 0.31095 -0.9 -3.1 -0.8 -0.415
I -1.67442 -1.21750 -0.18056 1.0 0.2 -0.2 1.308
C 0.57351 -1.52831 1.81469 1.4 -0.3 2.1 -0.206
C -0.15828 -1.00728 3.14302 0.0 -0.3 2.9 -0.367
C 0.60952 0.26715 3.92714 -0.4 -0.3 0.5 -0.080
C -1.76949 -1.00643 3.29489 -0.8 -0.8 0.8 -0.156
C 1.51832 -2.13171 -0.56760 -1.0 -1.6 -1.3 -0.192
C 2.48577 -3.12971 0.31692 0.9 -0.1 2.3 -0.157
C 3.62121 -4.02813 -0.37302 1.8 -1.1 1.2 -0.129
F 3.16529 -5.34601 -0.95939 0.5 3.3 0.9 -0.134
C 0.60370 -3.33161 -1.29743 -0.2 -0.7 -2.6 -0.251
N -0.17725 -4.24423 -0.41813 -0.7 0.3 -0.2 -0.173
C -1.36542 -4.80068 -1.18540 -0.2 -1.1 -0.5 -0.152
C 2.23022 -1.16342 -1.75482 0.0 -0.9 0.7 -0.211
P 4.05537 -0.52625 -1.44389 3.4 0.6 0.5 1.034
N 4.68613 -0.85302 0.18303 -0.3 -1.3 -1.2 -0.170
O 5.29322 -1.42492 -2.35220 -1.1 0.6 2.2 -0.322
C 2.46867 -1.81251 -3.23339 -0.5 -2.6 -4.6 -0.228
F 3.16437 -0.88255 -4.20473 -1.9 -2.7 3.6 -0.007
F 1.33782 -2.31862 -4.04378 2.6 2.0 2.7 0.006
F 3.25075 -3.09459 -3.26965 -1.7 4.3 1.0 0.007
C 1.34006 0.30697 -1.66340 1.2 0.8 -4.3 -0.163
C 0.22837 0.24852 -2.85504 -4.1 -1.8 0.9 -0.237
N 0.53090 0.44051 -4.27140 0.0 -0.4 -0.4 -0.002
C 2.21417 1.65280 -2.14943 1.8 1.0 1.3 -0.264
C 1.50765 3.07585 -2.28999 -0.8 1.5 0.0 -0.680
C 0.58447 3.49937 -3.52700 -1.5 0.6 0.2 -0.225
I 3.25453 4.48730 -2.52334 -0.5 -0.6 0.2 0.796
H 2.18384 4.36429 2.55543 2.2 0.0 1.2 0.075
H 3.29464 3.74873 4.03256 -0.1 1.2 -1.9 0.090
H 3.65651 5.42723 3.12261 -0.9 -2.3 0.0 0.092
H 4.01335 4.14035 0.85793 0.5 -1.1 2.1 0.086
H 5.38525 3.68973 2.06855 -2.5 -0.5 -0.1 0.125
H 4.05543 1.26890 2.46724 -0.5 1.3 -1.7 0.120
H 4.34723 1.73131 0.56851 -0.9 0.2 2.5 0.101
H 2.09568 2.86370 0.45921 -0.4 -2.4 1.0 0.141
H 1.66204 2.19274 2.21703 0.3 -1.2 -2.5 0.121
H -0.46798 2.22463 2.04200 -0.4 -1.0 -0.6 0.096
H -2.48561 3.38582 0.51438 2.1 -0.1 -1.4 0.130
H -1.75726 4.26869 -0.99883 0.7 -2.1 1.6 0.131
H -0.66626 3.97414 0.51756 -1.6 -1.1 -1.3 0.110
H 0.26680 -2.68816 1.79630 0.9 2.6 -0.5 0.148
H 1.69414 -1.37796 2.21497 -2.2 -0.8 -1.3 0.131
H 0.12700 -1.87180 3.93727 -0.5 1.6 -2.2 0.150
H 0.79471 0.02226 5.08139 -0.5 0.3 -2.6 0.103
H 1.67515 0.40727 3.46514 -2.1 0.0 0.8 0.063
H -0.05243 1.24239 3.93762 1.5 -1.9 -0.3 0.083
H -2.23642 -1.95449 2.73892 1.0 2.2 1.1 0.067
H -2.03928 -1.18821 4.44473 0.8 0.5 -2.4 0.102
H -2.34177 -0.03762 2.99332 1.3 -1.8 0.2 0.074
H 3.08729 -2.56864 1.18748 -1.3 -1.0 -2.2 0.108
H 1.87526 -3.90101 1.00012 0.9 1.8 -1.9 0.140
H 4.31525 -4.41769 0.52685 -1.8 0.9 -1.8 0.146
H 4.40555 -3.47601 -1.06246 -2.2 -1.3 0.7 0.107
H -0.16289 -2.89972 -2.09749 1.7 -0.5 1.9 0.093
H 1.28130 -4.04056 -1.98218 -0.8 2.0 1.5 0.148
H 0.37406 -5.06565 -0.08640 -0.4 1.1 -0.6 0.108
H -0.93688 -5.43278 -2.07572 -1.1 1.1 1.4 0.099
H -2.00999 -5.53380 -0.50546 1.5 1.7 -1.4 0.111
H -2.06311 -3.96755 -1.62897 1.5 -1.5 1.0 0.063
H 4.04553 -0.66094 0.96312 0.5 -0.2 -0.5 0.008
H 5.17679 -1.77704 0.26188 -0.9 1.1 0.2 0.050
H 6.16637 -1.28679 -1.88227 -1.4 0.0 -0.6 0.075
H -0.23419 -0.85497 -2.77737 1.1 2.2 -0.1 0.091
H -0.74304 0.89963 -2.73672 2.1 -0.9 1.2 0.121
H -0.36692 0.50996 -4.81376 1.7 0.1 0.8 0.125
H 1.27542 1.04309 -4.60024 -0.4 -0.1 0.3 0.058
H 3.07116 1.95094 -1.36882 -1.9 -1.3 -1.7 0.032
H 2.82981 1.43657 -3.15019 -1.6 0.1 2.3 0.131
H 1.02355 3.54162 -1.30226 1.0 -1.5 -2.2 0.075
H -0.49565 3.01295 -3.37863 2.4 0.8 -0.5 0.090
H 0.38701 4.67522 -3.46434 0.6 -2.6 -0.1 0.087
H 1.01267 3.27808 -4.59668 -0.7 0.3 2.3 0.091
C -6.03815 -9.26818 -0.87020 -0.1 -0.1 -0.4 -0.109
O -5.94541 -8.87975 -2.22958 0.3 0.3 0.2 -0.207
C -6.05842 -7.46623 -2.40599 0.1 -0.6 -0.4 -0.191
C -5.31157 -7.01955 -3.66384 0.1 0.2 0.3 -0.170
O -3.88826 -6.95884 -3.49154 -0.2 -0.4 0.0 -0.148
C -3.21261 -8.22144 -3.39932 0.1 0.2 -0.3 -0.173
C -3.15413 -8.97881 -4.72669 -0.5 -0.2 0.4 -0.189
O -4.41033 -9.60249 -5.00243 0.1 0.4 -0.2 -0.208
C -4.64328 -9.75641 -6.39174 -0.2 -0.1 0.3 -0.109
H -7.03290 -9.03680 -0.47498 0.1 0.0 0.2 0.088
H -5.87130 -10.34638 -0.80965 -0.1 0.1 -0.1 0.091
H -5.26703 -8.76939 -0.27472 -0.1 0.1 0.1 0.083
H -5.65150 -6.93508 -1.53627 0.0 0.0 0.0 0.121
H -7.12205 -7.23058 -2.50228 -0.1 0.3 0.0 0.125
H -5.61953 -5.99088 -3.88915 0.1 -0.1 0.1 0.125
H -5.57784 -7.62226 -4.53316 0.0 -0.2 0.2 0.118
H -3.62956 -8.83234 -2.59787 -0.2 -0.1 -0.2 0.117
H -2.18571 -7.97883 -3.10460 -0.1 0.1 -0.1 0.118
H -2.40079 -9.77021 -4.66936 0.2 0.1 0.0 0.125
H -2.88196 -8.28282 -5.52925 0.0 0.0 0.0 0.126
H -4.62403 -8.78570 -6.89574 0.1 0.0 -0.1 0.085
H -5.64057 -10.18862 -6.52614 0.2 0.0 0.1 0.092
H -3.90218 -10.42829 -6.83312 0.0 0.0 -0.2 0.088
C 0.26542 10.57321 6.31066 -0.1 0.0 -0.3 -0.107
O 0.17451 10.03006 5.00525 0.2 -0.3 0.1 -0.210
C 1.45468 9.73960 4.44068 -0.6 -0.1 -0.1 -0.188
C 1.34937 8.59938 3.42661 0.3 0.0 0.3 -0.169
O 1.24069 7.30363 4.03356 -0.4 0.2 0.0 -0.152
C -0.01314 7.01012 4.66673 0.2 -0.2 -0.3 -0.168
C -1.15807 6.79025 3.67691 0.0 0.8 0.3 -0.193
O -1.63432 8.04178 3.17702 0.3 -0.3 -0.3 -0.201
C -2.19064 7.92812 1.87866 0.0 0.3 0.4 -0.109
H 0.76357 11.54809 6.28373 0.0 0.0 0.2 0.090
H -0.74749 10.69995 6.70049 0.1 0.0 -0.2 0.091
H 0.80370 9.88946 6.97457 0.1 0.1 0.1 0.086
H 2.16830 9.46008 5.22600 0.0 0.0 -0.1 0.126
H 1.80873 10.64715 3.94358 0.2 0.0 -0.1 0.126
H 2.28473 8.57265 2.85377 -0.1 -0.1 0.2 0.125
H 0.54722 8.76559 2.70631 -0.1 0.1 0.2 0.116
H -0.25981 7.76225 5.41693 -0.2 0.1 -0.2 0.120
H 0.14909 6.07139 5.20777 0.1 0.0 -0.2 0.124
H -1.99535 6.29874 4.18139 0.0 -0.2 0.1 0.125
H -0.80985 6.15175 2.85615 0.1 0.0 0.0 0.110
H -1.45023 7.53676 1.17490 0.0 -0.1 -0.1 0.080
H -2.48269 8.92860 1.54222 0.0 -0.2 0.2 0.095
H -3.07554 7.28613 1.89505 0.0 -0.1 -0.1 0.086
```
Positions in Å, forces in eV/Å.

Output
gap between HOMO and LUMO	7.18	eV
total charge	+1
E	-3670.894563	hartree

***

Record 2
Density functional theory data (ωB97M-V/def2-TZVPD) for 13 unconnected molecules or ions with the total composition C34H74Br12N6O9 at a distorted geometry.

Structure (XYZ):
```
135
Properties=species:S:1:pos:R:3:forces:R:3:lowdin_charge:R:1
C 6.71772 2.34710 1.74091 0.6 0.3 0.7 -0.064
C 6.31272 1.33298 0.74251 0.5 0.1 -1.7 -0.247
O 5.55275 0.29928 1.33216 0.4 0.4 1.6 0.053
C 4.91361 -0.48811 0.50691 -0.1 -1.4 3.3 -0.687
O 4.78475 -0.28081 -0.62161 -0.7 0.8 -5.3 0.160
O 4.45016 -1.54343 1.16818 -0.3 -0.1 0.7 0.013
C 3.60091 -2.45777 0.45208 -0.2 0.7 -0.3 -0.014
H 7.32301 1.93909 2.55493 -0.1 -0.1 -0.1 0.085
H 5.87387 2.86266 2.19553 -0.1 0.1 -0.1 0.081
H 7.35259 3.05486 1.20627 -0.1 0.2 0.1 0.085
H 7.18608 0.89199 0.23318 0.0 -0.1 0.4 0.141
H 5.80346 1.81914 -0.10478 -0.4 -0.3 0.6 0.095
H 2.69930 -2.64895 1.02070 0.2 -0.2 0.4 0.051
H 4.19036 -3.34420 0.26076 -0.2 -0.3 -0.2 0.107
H 3.21308 -1.99270 -0.45479 0.4 -0.2 0.0 0.063
C 0.98815 2.34163 3.44943 0.2 -0.4 0.6 -0.324
O 0.79854 2.34989 4.66305 0.2 -0.3 -1.1 -0.009
N 1.68412 1.37932 2.75197 -1.4 2.1 -0.9 -0.194
C 2.36986 0.36758 3.41176 1.6 -0.9 0.9 -0.091
C 2.06878 1.59142 1.37327 0.1 0.3 -0.4 -0.042
H 0.58589 3.13546 2.80392 0.1 -0.1 -0.1 0.075
H 1.97029 0.26546 4.41000 -0.1 -0.4 0.2 0.077
H 3.43352 0.63919 3.49548 0.0 -0.1 0.1 0.104
H 2.36852 -0.55312 2.82931 -0.3 -0.2 0.2 0.084
H 3.14743 1.78085 1.25413 -0.1 -0.1 0.3 0.094
H 1.82461 0.72113 0.75180 0.0 0.1 0.2 0.082
H 1.58214 2.47491 0.95406 -0.2 -0.1 0.1 0.078
C -4.77618 3.82349 3.54151 -0.5 0.1 1.9 -0.375
O -4.56006 4.10739 2.40744 0.2 0.8 -2.4 -0.002
N -4.27551 2.76045 4.16487 -0.1 -0.6 0.7 -0.175
C -4.53332 2.48337 5.57266 -0.2 -0.4 -0.3 -0.045
C -3.52946 1.75184 3.46022 0.5 -1.3 0.9 -0.074
H -5.41259 4.42021 4.21506 -0.1 0.2 0.0 0.135
H -5.25013 3.17603 6.00933 0.1 0.3 -0.2 0.082
H -3.60375 2.52784 6.14586 -0.1 -0.1 0.0 0.094
H -4.99699 1.48940 5.66977 0.3 0.1 0.0 0.090
H -2.72119 1.43399 4.13098 0.1 0.2 -0.3 0.046
H -4.11253 0.83053 3.28959 -0.1 0.4 -0.1 0.081
H -3.10582 2.04470 2.51111 0.0 0.5 0.0 0.042
C 2.96280 3.93384 -2.81007 1.7 2.5 -1.6 -0.389
O 2.48674 3.34918 -1.90830 -1.7 -2.5 2.8 0.033
N 4.27553 3.94415 -3.13718 0.0 -0.1 -0.4 -0.187
C 5.21592 3.00849 -2.56135 -0.4 -0.1 0.3 -0.038
C 4.75248 4.76313 -4.22266 0.4 -0.1 0.0 -0.058
H 2.38662 4.69054 -3.34658 -0.1 0.0 -0.6 0.063
H 6.16992 3.49291 -2.36328 0.1 0.1 -0.1 0.092
H 5.35454 2.13641 -3.20065 0.2 0.0 -0.1 0.100
H 4.80829 2.65398 -1.61892 -0.1 0.0 0.0 0.059
H 5.58760 5.37116 -3.86519 0.0 0.0 -0.1 0.089
H 5.10596 4.13369 -5.04334 0.0 0.1 -0.1 0.094
H 3.97388 5.43195 -4.56978 -0.2 0.0 -0.1 0.083
C -0.16452 -1.54856 0.24643 0.5 -0.8 0.1 -0.401
O 0.60583 -2.40352 -0.18484 0.1 -0.3 0.0 -0.043
N -0.35657 -0.35967 -0.28753 -0.7 1.3 -0.5 -0.149
C -1.26002 0.55879 0.37303 0.3 0.9 0.4 -0.069
C 0.34710 0.09797 -1.47460 -0.3 1.0 1.1 -0.060
H -0.75070 -1.68984 1.15367 -0.1 -0.2 0.1 0.036
H -1.76757 0.07223 1.20379 -0.2 -0.1 -0.2 0.041
H -1.98685 1.03055 -0.29645 0.0 -0.4 -0.1 0.082
H -0.71142 1.40371 0.82371 0.1 -0.3 -0.2 0.027
H 1.14327 -0.59596 -1.69451 -0.7 0.0 0.4 0.036
H -0.34031 0.31526 -2.30082 0.0 -0.7 0.0 0.053
H 0.79483 1.08972 -1.26910 0.1 -0.4 0.1 0.092
C -5.54850 -0.22107 0.37404 -4.5 0.7 -4.3 -0.419
O -4.72714 -0.43290 1.14002 5.4 -1.7 5.3 0.030
N -5.76035 0.95936 -0.19334 -1.9 0.3 -1.4 -0.183
C -6.78010 1.14550 -1.22754 0.7 0.6 0.2 -0.040
C -4.97781 2.08189 0.13476 0.9 1.2 -0.6 -0.057
H -6.25057 -0.96522 -0.00037 -0.4 -0.6 -0.1 0.135
H -7.32900 0.23293 -1.40629 -0.1 -0.3 0.0 0.077
H -6.29441 1.48203 -2.15581 -0.1 -0.2 0.1 0.087
H -7.46993 1.94322 -0.93372 0.0 -0.2 0.0 0.089
H -4.59951 2.03279 1.13973 0.0 0.0 0.2 0.046
H -4.13205 2.17738 -0.56658 0.0 0.0 0.2 0.094
H -5.56483 2.99254 0.00727 0.0 0.0 0.3 0.098
C 3.59827 -1.08845 -5.38303 -0.4 0.4 0.1 -0.316
O 3.18427 -0.25986 -6.19341 0.6 -0.9 0.9 -0.008
N 3.12078 -1.27146 -4.11731 0.9 0.0 -1.7 -0.182
C 3.58110 -2.31919 -3.24324 -0.5 0.7 1.2 -0.063
C 2.13681 -0.40801 -3.56528 -0.3 -0.2 -0.2 -0.064
H 4.43667 -1.79280 -5.57215 -0.2 0.2 -0.3 0.134
H 4.22792 -3.05513 -3.68903 0.2 0.0 -0.4 0.087
H 2.68940 -2.81732 -2.85569 0.2 -0.3 0.0 0.028
H 4.05227 -1.84051 -2.37058 0.2 -0.3 -0.3 0.071
H 1.89813 0.38208 -4.25896 0.1 0.3 -0.2 0.102
H 1.20949 -0.96523 -3.38944 0.3 0.0 -0.3 0.070
H 2.49789 -0.01841 -2.61090 0.1 0.2 -0.3 0.088
Br 1.85846 -5.53145 -3.05423 0.0 -0.4 0.0 0.673
C 0.04595 -5.00628 -2.54659 0.8 0.1 0.5 -0.663
C -0.13587 -3.62667 -3.06396 -0.1 0.7 -1.2 -0.707
Br -1.86619 -2.93739 -2.53125 -0.2 0.1 0.0 0.711
H 0.04609 -5.03206 -1.46399 -0.1 0.0 0.1 0.017
H -0.63734 -5.72384 -2.96694 -0.2 -0.2 -0.1 0.059
H -0.10615 -3.58775 -4.15512 -0.3 -0.2 0.1 0.064
H 0.61249 -2.90101 -2.76999 -0.1 -0.2 0.7 0.005
Br 0.12644 6.17548 -2.71620 -0.1 0.1 -0.2 0.689
C -0.55245 5.78505 -0.94850 0.2 1.5 0.6 -0.727
C -0.80783 4.33472 -0.79209 0.0 -0.4 -0.4 -0.692
Br -1.44266 4.05092 0.99898 -0.3 0.0 0.3 0.794
H -1.43699 6.39764 -0.77425 -0.2 -0.3 -0.4 0.058
H 0.15541 6.23235 -0.25101 0.3 -0.6 0.0 0.057
H 0.07048 3.71974 -0.97093 0.1 0.1 0.1 0.035
H -1.58488 4.04375 -1.49242 -0.1 -0.2 0.1 0.061
Br -4.58159 -3.46341 5.10103 0.0 0.1 0.3 0.613
C -3.50454 -1.85951 4.72752 -1.0 -0.6 -0.9 -0.680
C -2.10865 -2.31464 4.50821 0.0 -0.3 0.5 -0.758
Br -1.04635 -0.84878 3.85814 0.4 0.2 0.1 0.778
H -3.68901 -1.16283 5.52490 0.2 0.2 0.3 0.052
H -3.93008 -1.52502 3.78527 0.0 0.4 0.1 0.018
H -2.11174 -3.09445 3.76391 0.2 0.0 -0.2 -0.071
H -1.67709 -2.70226 5.42119 0.3 0.1 0.1 0.021
Br -2.43293 -1.66963 -6.93390 0.0 -0.1 -0.1 0.613
C -3.76309 -0.29701 -6.58116 0.2 -0.3 -0.7 -0.704
C -3.92260 -0.07904 -5.13044 0.0 -0.3 1.0 -0.709
Br -2.36246 0.80727 -4.39662 0.0 0.2 0.2 0.626
H -4.68120 -0.64373 -7.04039 -0.1 0.0 0.0 0.061
H -3.40847 0.58726 -7.08815 0.0 0.2 -0.1 0.047
H -3.99068 -1.01564 -4.58718 0.0 -0.1 0.0 0.035
H -4.80582 0.49944 -4.87735 0.1 0.3 -0.1 0.060
Br 1.11259 -3.62804 5.63173 0.1 0.1 0.0 0.689
C 1.17034 -4.93869 4.23110 0.0 -1.0 -0.8 -0.741
C 1.19736 -4.34063 2.83347 0.7 0.3 0.5 -0.687
Br 1.27230 -5.76074 1.51281 0.1 -0.1 0.0 0.688
H 0.34801 -5.63311 4.34300 -0.3 0.2 0.2 -0.021
H 2.06127 -5.55276 4.34638 0.2 0.3 0.2 0.054
H 2.14653 -3.81844 2.73885 -0.1 0.2 -0.2 0.038
H 0.39119 -3.66394 2.57871 -0.3 -0.1 0.1 0.033
Br -3.10422 -3.19633 1.22289 -0.3 0.3 -0.2 0.779
C -2.21293 -4.79968 0.63135 0.5 0.1 -0.8 -0.723
C -2.70547 -5.98874 1.38564 -0.4 0.1 -0.4 -0.654
Br -2.05413 -5.82555 3.19277 -0.4 -0.5 0.3 0.726
H -1.14409 -4.65441 0.73175 0.1 0.1 0.2 -0.017
H -2.39152 -4.88000 -0.43986 -0.3 0.0 0.0 0.018
H -2.37399 -6.93136 0.96345 0.4 0.0 0.1 0.068
H -3.79273 -5.98711 1.33131 0.0 -0.1 0.6 0.062
```
Positions in Å, forces in eV/Å.

Output
gap between HOMO and LUMO	9.18	eV
E	-33233.782224	hartree

***

- The highest E belongs to which entry?
  C34H73BF4I2N4O10P

***

- gap between HOMO and LUMO of number 1 (C34H73BF4I2N4O10P)?
  7.18 eV